# 1
Density functional theory data (ωB97M-V/def2-TZVPD) for the molecule H2S.

Maximum force in eV/Å: 0.3
Calculated total energy in hartree: -399.37372
Frontier orbital gap in Eh: 0.3985
Energy above the lowest of the compared OMol25 structures with the same formula, charge and spin in kJ/mol: 0.1
HOMO in eV: -9.81
SMILES string: S

XYZ file:
```
3
Properties=species:S:1:pos:R:3:forces:R:3:mulliken_charge:R:1
S 0.073916 0.588023 -0.200398 -0.03 -0.28 0.10 -0.291
H 0.811003 -0.245593 0.555491 -0.06 0.14 -0.09 0.145
H -0.884919 -0.342430 -0.355093 0.09 0.14 -0.01 0.145
```
Forces are in eV/Å.

=====

# 2
Density functional theory data (ωB97M-V/def2-TZVPD) for the molecule H2S in a non-equilibrium geometry.

Maximum force in eV/Å: 1.9
Calculated total energy in hartree: -399.36897
Frontier orbital gap in Eh: 0.3939
Energy above the lowest of the compared OMol25 structures with the same formula, charge and spin in kJ/mol: 12.6
HOMO in eV: -9.79
SMILES string: S

XYZ file:
```
3
Properties=species:S:1:pos:R:3:forces:R:3:mulliken_charge:R:1
H -0.644557 -0.040978 0.888734 1.50 0.00 -1.11 0.162
H 0.049258 0.102437 -1.079359 0.28 -0.14 1.25 0.158
S 0.595299 -0.061459 0.190625 -1.77 0.14 -0.14 -0.320
```
Forces are in eV/Å.

=====

# 3
Density functional theory data (ωB97M-V/def2-TZVPD) for a cluster of 14 separate species, H30NO13 in total in a non-equilibrium geometry.

Maximum force in eV/Å: 8.8
Calculated total energy in hartree: -1050.50012
Frontier orbital gap in Eh: 0.3297
Energy above the lowest of the compared OMol25 structures with the same formula, charge and spin in kJ/mol: 748.7
Net charge: +1
HOMO in eV: -12.65

XYZ file:
```
44
Properties=species:S:1:pos:R:3:forces:R:3:mulliken_charge:R:1
N 0.130409 0.000659 0.021068 1.57 -1.11 -5.11 0.131
H 0.892409 -0.261341 0.612068 0.73 -1.84 0.24 0.351
H -0.226591 0.676659 0.542068 -2.09 4.93 2.76 0.211
H -0.711591 -0.575341 -0.133932 1.16 -0.85 -0.24 0.154
H 0.531409 0.425659 -0.925932 -1.38 -1.24 2.55 0.215
O 1.863409 0.177659 -3.149932 0.23 1.37 2.62 -0.590
H 2.244409 -0.231341 -3.903932 1.18 -0.48 -0.99 0.301
H 2.535409 0.669659 -2.590932 -0.70 -1.51 -1.80 0.256
O -3.158591 -0.728341 -0.932932 3.94 -7.19 -2.13 -0.486
H -3.654591 -0.265341 -0.422932 -5.39 4.47 5.41 0.232
H -2.856591 -0.137341 -1.543932 1.58 2.51 -3.02 0.277
O -2.291591 -2.825341 1.338068 -2.20 -0.15 -3.63 -0.689
H -2.681591 -2.487341 0.433068 1.29 -0.10 2.18 0.295
H -2.798591 -3.664341 1.278068 0.65 0.19 0.94 0.294
O -1.571591 2.693659 1.712068 3.41 -3.88 0.07 -0.586
H -2.175591 1.977659 1.679068 -1.39 -0.15 0.20 0.273
H -1.795591 3.546659 1.618068 -2.39 4.29 -0.64 0.277
O 1.817409 2.549659 -0.818932 4.12 -6.75 2.58 -0.539
H 2.423409 1.797659 -1.299932 -2.29 3.52 1.95 0.177
H 1.505409 3.078659 -1.449932 -1.85 3.40 -4.32 0.301
O 3.439409 -0.719341 -0.066932 -0.89 -2.88 0.31 -0.610
H 3.325409 -1.671341 -0.480932 0.40 3.35 0.60 0.366
H 3.571409 0.013659 -0.659932 0.39 -0.50 -0.74 0.263
O 0.268409 -2.254341 -2.018932 -2.18 -3.06 4.52 -0.551
H -0.521591 -2.869341 -2.094932 1.67 1.32 -0.36 0.302
H 0.452409 -1.825341 -2.778932 0.45 1.87 -4.13 0.237
O -1.916591 1.519659 -1.936932 -2.29 -1.93 2.06 -0.551
H -1.245591 1.795659 -2.475932 3.09 0.83 -3.01 0.310
H -2.164591 2.301659 -1.483932 -0.67 1.11 0.82 0.283
O 0.501409 2.307659 3.342068 -0.94 0.70 -1.08 -0.660
H -0.214591 2.712659 2.644068 1.75 -2.05 3.45 0.384
H 0.214409 1.969659 4.237068 -0.40 0.96 -2.04 0.277
O -1.201591 -0.666341 2.696068 -4.43 3.51 -2.99 -0.447
H -1.637591 -1.135341 1.953068 0.31 -0.07 1.30 0.304
H -0.562591 -1.191341 3.011068 3.88 -3.04 1.65 0.237
O 1.402409 -1.464341 3.370068 1.85 0.80 -2.54 -0.623
H 1.365409 -1.548341 4.294068 0.40 -0.01 2.02 0.267
H 2.302409 -1.094341 3.087068 -1.94 -0.78 0.97 0.287
O 0.591409 -3.062341 1.350068 4.18 0.18 0.87 -0.613
H -0.309591 -3.040341 1.219068 -3.20 0.01 0.22 0.307
H 0.882409 -2.794341 2.267068 -0.93 -0.30 -1.39 0.383
O 0.120409 1.922659 -3.916932 1.18 1.69 0.58 -0.736
H 0.985409 1.475659 -3.680932 -1.40 0.42 -0.45 0.405
H 0.330409 2.899659 -3.935932 -0.42 -1.56 -0.27 0.328
```
Forces are in eV/Å.

=====

# 4
Density functional theory data (ωB97M-V/def2-TZVPD) for a cluster of 15 separate species, H30O15 in total in a non-equilibrium geometry.

Maximum force in eV/Å: 3.3
Calculated total energy in hartree: -1146.56462
Frontier orbital gap in Eh: 0.3433
Energy above the lowest of the compared OMol25 structures with the same formula, charge and spin in kJ/mol: 198.1
HOMO in eV: -9.51

XYZ file:
```
45
Properties=species:S:1:pos:R:3:forces:R:3:mulliken_charge:R:1
O -20.869000 -16.142000 3.053000 -0.37 -0.76 0.18 -0.608
H -19.923000 -16.360000 3.038000 -0.62 0.02 0.21 0.240
H -21.287000 -16.466000 3.895000 0.93 0.10 -0.79 0.313
O -20.059000 -12.631000 5.897000 1.89 0.57 0.73 -0.628
H -20.942000 -12.923000 5.707000 -0.60 0.63 -0.08 0.319
H -19.981000 -11.658000 5.962000 -0.80 -1.07 -0.15 0.265
O -19.366000 -16.017000 5.706000 0.89 -0.60 1.12 -0.659
H -18.948000 -16.567000 5.046000 -0.04 0.04 -0.17 0.270
H -20.077000 -15.524000 5.322000 -0.64 0.58 -0.56 0.384
O -23.563000 -13.166000 3.476000 -0.55 0.29 3.21 -0.591
H -23.655000 -12.368000 3.020000 -0.27 1.68 -1.45 0.234
H -23.492000 -13.886000 2.901000 0.18 -1.87 -2.11 0.312
O -22.093000 -15.371000 5.323000 0.47 0.29 -0.20 0.602
H -22.744000 -15.396000 4.613000 -0.44 0.10 0.19 -0.022
H -22.559000 -15.688000 6.096000 -0.27 -0.29 0.22 -0.090
O -24.594000 -15.803000 4.306000 -0.08 2.62 0.69 -0.593
H -24.862000 -14.815000 4.245000 0.51 -2.43 0.17 0.279
H -25.018000 -16.276000 3.610000 -0.67 -0.22 -0.99 0.228
O -24.944000 -14.386000 7.010000 0.16 -0.25 -0.28 -0.464
H -24.928000 -13.454000 7.220000 0.34 0.50 0.11 0.275
H -25.808000 -14.660000 7.294000 -0.66 -0.36 0.03 0.239
O -20.067000 -15.912000 8.991000 -1.40 -1.12 1.32 -0.631
H -20.572000 -16.197000 8.234000 0.06 -0.05 -0.52 0.270
H -19.413000 -15.351000 8.649000 1.49 1.24 -0.89 0.344
O -22.877000 -12.142000 5.976000 0.30 -0.33 1.84 -0.682
H -22.834000 -12.942000 6.559000 0.06 1.00 -0.44 0.271
H -23.234000 -12.449000 5.163000 -0.57 -0.62 -1.07 0.465
O -24.935000 -18.100000 6.932000 -1.28 -0.25 0.95 -0.643
H -24.088000 -17.657000 6.979000 0.20 0.41 0.15 0.448
H -25.423000 -17.867000 7.762000 0.78 -0.28 -1.20 0.274
O -22.481000 -13.931000 8.197000 -0.28 1.48 1.42 -0.636
H -22.268000 -14.797000 7.933000 0.63 -1.49 -0.94 0.226
H -22.242000 -13.981000 9.136000 0.10 0.57 -0.29 0.302
O -23.193000 -15.121000 1.536000 -0.34 0.84 -0.15 -0.711
H -22.344000 -14.697000 1.415000 0.46 0.61 -0.26 0.345
H -22.887000 -15.997000 1.702000 0.10 -1.40 0.38 0.327
O -23.100000 -18.316000 4.587000 1.20 -0.97 -0.38 -0.587
H -23.437000 -19.143000 4.963000 -0.29 0.73 -0.05 0.327
H -23.692000 -17.590000 4.723000 -0.91 0.30 0.47 0.206
O -20.789000 -13.458000 3.382000 0.53 -0.80 -1.01 -0.681
H -21.577000 -13.079000 3.729000 -0.81 0.81 0.49 0.429
H -21.067000 -14.385000 3.266000 0.67 0.19 -0.02 0.265
O -22.713000 -16.618000 7.862000 1.11 -1.10 -1.56 -0.764
H -23.242000 -16.255000 8.532000 -1.34 0.81 1.58 0.252
H -22.373000 -17.454000 8.192000 0.19 -0.14 0.11 0.278
```
Forces are in eV/Å.